1.
Formula: C4H21N2O4S
Source: the OMol25 dataset
Level of theory: wB97M-V/def2-TZVPD

Each line ends with the Mulliken charge.
Cartesian coordinates (Å):
C (-0.29813, 1.42570, -0.82985)  -0.61
N (0.29954, 0.28979, -0.11167)  -0.06
C (1.11551, -0.65315, -0.92151)  -1.05
C (2.17192, -0.18876, -1.87333)  -0.47
S (2.04901, -1.35414, -3.39314)  -0.21
C (-1.87320, 1.24326, -0.82107)  -0.61
N (-2.30911, 0.42351, 0.38978)  -0.27
H (0.06329, 1.73005, -1.84956)  0.38
H (0.03685, 2.41607, -0.31434)  0.34
H (0.81889, 0.60492, 0.63063)  0.28
H (0.29361, -1.14762, -1.49728)  0.34
H (1.64106, -1.24537, -0.27731)  0.48
H (1.97280, 0.83150, -2.20772)  0.37
H (3.17035, -0.25929, -1.41322)  0.34
H (2.82706, -0.55707, -4.13624)  0.15
H (-2.11203, 0.75526, -1.74068)  0.23
H (-2.46729, 2.14759, -0.83329)  0.47
H (-1.79764, -0.44694, 0.46249)  0.32
H (-3.24777, 0.30400, 0.64091)  0.31
H (-1.96576, 0.98911, 1.27195)  0.33
H (-2.09539, 1.92599, 3.74014)  0.30
H (-2.28233, 0.50249, 3.50098)  0.32
O (-2.36456, 1.37971, 3.00854)  -0.68
H (0.39741, -0.67431, 2.64203)  0.29
H (1.13877, 0.49021, 3.39169)  0.40
O (0.31548, 0.24805, 2.71652)  -0.69
H (-2.98505, -2.14080, -1.42535)  0.26
H (-2.74224, -1.07179, -2.57387)  0.29
O (-2.57977, -1.26212, -1.62902)  -0.56
H (1.66687, 0.14011, 5.49214)  0.31
H (2.91228, -0.43721, 5.12079)  0.30
O (2.04667, -0.25891, 4.70312)  -0.61

Its HOMO-LUMO gap is 0.32556 hartree. As for the net charge: +1. The calculation puts the relative energy (zero: lowest compared OMol25 entry of this formula, charge and spin) at 116.5 kJ/mol. As for the energy: -26486.63717 eV.

2.
Formula: C4H21NO6
Source: the OMol25 dataset
Level of theory: wB97M-V/def2-TZVPD

Each line ends with the Mulliken charge.
Cartesian coordinates (Å):
C (0.54380, 2.43054, -0.68548)  -0.66
C (1.38993, 1.15582, -0.94584)  -0.05
C (2.37919, 0.81037, 0.11636)  -0.19
C (2.47991, -0.34672, 0.76533)  -1.17
N (-0.81688, 1.97532, -0.39349)  -0.31
H (0.66702, 3.13008, -1.50669)  0.34
H (0.99634, 2.82309, 0.22807)  0.31
H (1.97035, 1.35348, -1.85917)  0.30
H (0.82844, 0.28267, -1.28179)  0.16
H (2.93810, 1.63654, 0.54963)  0.32
H (2.07203, -1.28094, 0.38912)  0.49
H (3.08825, -0.40358, 1.65975)  0.26
H (-1.44589, 2.74082, -0.61577)  0.24
H (-1.06998, 1.24360, -1.05388)  0.13
H (-2.27745, -1.02099, -2.91572)  0.27
H (-1.64432, -1.62048, -1.63976)  0.39
O (-1.55155, -0.91076, -2.29541)  -0.67
H (0.29725, -0.79189, 0.72374)  0.07
H (-1.08615, -0.04071, 1.05284)  0.39
O (-0.61775, -0.88716, 1.00089)  -0.53
H (-1.93143, -3.37811, 0.07753)  0.31
H (-1.90792, -1.95222, 0.25366)  0.40
O (-2.33541, -2.60536, -0.33674)  -0.72
H (-0.31879, -1.25095, 3.10610)  0.36
H (1.02436, -1.50117, 3.81810)  0.30
O (0.07189, -1.53522, 3.94507)  -0.66
H (-1.32744, 1.14081, 2.89829)  0.31
H (-2.74386, 1.64286, 2.72698)  0.28
O (-2.05005, 1.16782, 2.25977)  -0.67
H (0.17045, -0.84279, -3.29306)  0.35
H (1.10721, -2.06182, -3.34383)  0.29
O (1.10032, -1.10291, -3.40461)  -0.65

Its HOMO-LUMO gap is 0.36539 hartree. Its SMILES is C=CCCN.O.O.O.O.O.O. As for the net charge: 0. The calculation puts the relative energy (zero: lowest compared OMol25 entry of this formula, charge and spin) at 152.8 kJ/mol. As for the energy: -18263.28012 eV.

3.
Formula: C4H21NO7
Source: the OMol25 dataset
Level of theory: wB97M-V/def2-TZVPD

Each line ends with the Mulliken charge.
Cartesian coordinates (Å):
C (-1.17015, 0.18564, 0.26877)  -1.47
O (-0.08935, 0.60146, 1.09655)  -0.91
C (-0.70993, -0.89187, -0.74529)  1.08
C (0.61487, -0.52382, -1.52945)  -1.56
C (1.66861, -1.57001, -1.30151)  -1.80
O (2.39284, -1.28006, -0.13216)  2.04
N (-1.78468, -1.12895, -1.69851)  -0.66
H (-1.95792, -0.09821, 0.97168)  0.29
H (-1.40284, 1.08555, -0.32457)  0.32
H (0.78724, 0.29744, 0.83980)  0.23
H (-0.53320, -1.85045, -0.23947)  0.21
H (0.81017, 0.54838, -1.37407)  0.44
H (0.39121, -0.50001, -2.60123)  0.43
H (2.36226, -1.62906, -2.15253)  0.65
H (1.15134, -2.54596, -1.34760)  0.67
H (2.94673, -2.05353, 0.16397)  -1.08
H (-2.70290, -0.98813, -1.29148)  0.27
H (-1.74628, -0.68883, -2.60231)  0.16
H (2.70315, 0.23225, 0.59665)  -0.05
H (3.88811, 0.95696, 1.14619)  0.21
O (2.93527, 1.04263, 1.11456)  -0.67
H (-2.49068, 3.30490, 0.96059)  0.30
H (-1.71660, 4.20329, -0.09104)  0.28
O (-2.40150, 3.55744, 0.05122)  -0.64
H (0.48803, 2.22685, 0.53847)  0.44
H (0.98286, 3.77689, 0.47397)  0.25
O (0.33735, 3.13383, 0.16780)  -0.60
H (-2.64266, -3.61620, 0.17001)  0.31
H (-2.31205, -3.12528, -1.21446)  0.38
O (-2.58133, -3.91361, -0.72236)  -0.73
H (0.38289, -0.31946, 3.64676)  0.35
H (0.83466, 1.01231, 3.17838)  0.38
O (0.56449, 0.55763, 3.98266)  -0.53

Its HOMO-LUMO gap (alpha / beta) is 0.09303 / 0.36450 hartree. As for the multiplicity: 2. As for the net charge: -1. The calculation puts the relative energy (zero: lowest compared OMol25 entry of this formula, charge and spin) at 0.0 kJ/mol. As for the energy: -20310.02705 eV.

4.
Formula: C4H21NO8
Source: the OMol25 dataset
Level of theory: wB97M-V/def2-TZVPD

Each line ends with the Mulliken charge.
Cartesian coordinates (Å):
O (1.66359, 2.45373, -0.76436)  -0.72
C (0.70627, 1.72187, -0.58422)  -0.02
N (-0.50238, 2.10960, -1.16623)  -0.08
C (-1.58781, 1.16699, -1.39794)  -0.16
O (-2.36153, 1.03414, -0.20071)  -0.57
C (0.77376, 0.49669, 0.30142)  1.69
C (1.68165, 0.76206, 1.48635)  -1.38
H (-0.53618, 2.95544, -1.69215)  0.27
H (-2.27757, 1.53340, -2.21556)  0.35
H (-1.25449, 0.11260, -1.60466)  0.11
H (-2.58659, 1.87679, 0.19342)  0.29
H (-0.25551, 0.19752, 0.69868)  -0.97
H (1.10854, -0.37257, -0.32050)  0.19
H (1.33565, 1.53898, 2.18400)  0.33
H (1.86024, -0.16227, 2.06279)  0.36
H (2.68162, 1.14068, 1.10495)  0.30
H (-1.73524, -0.40458, 2.48251)  0.43
H (-1.51527, 1.11342, 2.30416)  0.32
O (-1.77907, 0.43003, 2.95216)  -0.64
H (0.29956, -2.88741, -0.37108)  0.33
H (-0.96447, -2.06169, -0.35058)  0.44
O (-0.33504, -2.46686, -0.91652)  -0.71
H (0.71062, -2.21409, 2.46774)  0.29
H (-0.42387, -2.04530, 1.58852)  0.39
O (0.37074, -2.53428, 1.69286)  -0.67
H (1.46359, -0.43570, -2.57530)  0.36
H (0.26021, -1.34926, -2.17100)  0.37
O (0.51591, -0.56020, -2.61647)  -0.70
H (2.88093, 0.97792, -1.70918)  0.35
H (3.52000, -0.34156, -1.19695)  0.31
O (3.06109, 0.05143, -1.96518)  -0.71
H (-2.10770, -0.51310, 0.50818)  0.44
H (-2.72634, -1.95491, 0.85355)  0.20
O (-1.94490, -1.36953, 0.93726)  -0.79

Its HOMO-LUMO gap is 0.38182 hartree. Its SMILES is CCC(=O)NCO.O.O.O.O.O.O. As for the net charge: 0. The calculation puts the relative energy (zero: lowest compared OMol25 entry of this formula, charge and spin) at 40.7 kJ/mol. As for the energy: -22359.35175 eV.

5.
Formula: C4H21NO8S
Source: the OMol25 dataset
Level of theory: wB97M-V/def2-TZVPD

Each line ends with the Mulliken charge.
Cartesian coordinates (Å):
O (0.90484, -2.43467, -0.04421)  -0.76
C (0.47434, -1.32385, 0.19812)  0.12
N (0.18613, -0.96765, 1.51366)  -0.10
C (-0.81361, 0.05881, 1.73334)  -0.22
O (-1.24577, 0.07309, 3.07670)  -0.57
C (0.19426, -0.33355, -0.90637)  -0.62
C (1.25378, 0.76221, -0.80278)  -0.19
S (1.40894, 1.75667, -2.33156)  -0.35
H (-0.01116, -1.85343, 1.96698)  0.31
H (-1.75068, -0.03009, 1.17890)  0.26
H (-0.38631, 1.01450, 1.43476)  0.19
H (-0.49692, 0.30171, 3.64739)  0.34
H (-0.75606, 0.19184, -0.79108)  0.36
H (0.19998, -0.78454, -1.88634)  0.54
H (1.27606, 1.46277, 0.02438)  0.25
H (2.20985, 0.26025, -0.71601)  0.23
H (2.37053, 2.63678, -2.03987)  0.15
H (-2.91728, -2.38386, 0.14263)  0.28
H (-2.10797, -2.49650, -1.01627)  0.31
O (-1.97196, -2.47886, -0.05248)  -0.55
H (-0.69794, 1.04035, -3.65950)  0.28
H (-0.41219, -0.26577, -4.50336)  0.33
O (-1.03746, 0.17559, -3.90996)  -0.64
H (3.90893, -2.21623, -1.71639)  0.28
H (2.59134, -2.36881, -0.97135)  0.33
O (3.42157, -1.85574, -0.96820)  -0.58
H (-4.10087, 0.09156, 1.62515)  0.30
H (-3.61581, 1.35863, 2.47192)  0.30
O (-4.32617, 0.96399, 1.96182)  -0.59
H (3.37468, 0.07227, 1.52336)  0.32
H (4.33033, -0.20556, 0.36144)  0.29
O (3.93942, 0.51047, 0.87614)  -0.63
H (-1.49103, 3.05032, 1.55445)  0.31
H (-1.95777, 3.51442, 0.24781)  0.26
O (-1.94801, 2.70286, 0.77680)  -0.54

Its HOMO-LUMO gap is 0.34099 hartree. Its SMILES is O=C(CCS)NCO.O.O.O.O.O.O. As for the net charge: 0. The calculation puts the relative energy (zero: lowest compared OMol25 entry of this formula, charge and spin) at 204.8 kJ/mol. As for the energy: -33193.79650 eV.

6.
Formula: C4H22N2O8
Source: the OMol25 dataset
Level of theory: wB97M-V/def2-TZVPD

Each line ends with the Mulliken charge.
Cartesian coordinates (Å):
N (-3.71987, -0.07807, -0.24444)  -0.71
C (-2.83342, 0.85857, 0.50458)  0.31
C (-1.88102, 1.65452, -0.40803)  -0.55
C (-0.92351, 2.54693, 0.44884)  -0.62
O (-0.20019, 1.91745, 1.52286)  -0.54
C (-2.16194, -0.12158, 1.41849)  0.32
N (-2.79803, -0.32459, 2.64840)  -0.50
O (-1.11002, -0.69585, 1.20032)  -0.72
H (-4.38265, 0.48002, -0.77660)  0.30
H (-3.21084, -0.52980, -1.00296)  0.25
H (-3.51601, 1.57588, 0.97908)  0.38
H (-1.29491, 0.93357, -0.99743)  0.09
H (-2.45026, 2.25347, -1.11468)  0.41
H (-1.47302, 3.42230, 0.78721)  0.36
H (-0.06641, 2.90581, -0.14255)  0.34
H (-0.16174, 0.98113, 1.30726)  0.37
H (-3.79392, -0.46555, 2.63209)  0.24
H (-2.28898, -0.79632, 3.37456)  0.25
H (2.00243, -1.23756, -3.51025)  0.33
H (0.83209, -1.63509, -2.63370)  0.35
O (1.74335, -1.89349, -2.82536)  -0.69
H (2.19422, -3.29572, -0.30612)  0.35
H (3.58993, -3.23933, 0.36847)  0.31
O (2.86751, -3.82964, 0.14223)  -0.63
H (3.68397, 2.27474, -0.32148)  0.38
H (2.49348, 1.50861, -1.02349)  0.30
O (2.88106, 2.37589, -0.86986)  -0.63
H (-0.27790, -2.62967, -1.02209)  0.31
H (-0.65396, -1.30740, -0.39753)  0.35
O (-0.55160, -1.73385, -1.27993)  -0.66
H (2.16870, -1.44968, -1.15807)  0.39
H (1.52271, -0.73549, 0.04348)  0.28
O (2.33168, -1.16120, -0.23102)  -0.63
H (3.61351, 0.34068, 0.20901)  0.22
H (3.62829, 0.63948, 1.71700)  0.32
O (4.19729, 0.49084, 0.96170)  -0.61

Its HOMO-LUMO gap is 0.38345 hartree. Its SMILES is NC(=O)[C@H](N)CCO.O.O.O.O.O.O. As for the net charge: 0. The calculation puts the relative energy (zero: lowest compared OMol25 entry of this formula, charge and spin) at 112.7 kJ/mol. As for the energy: -23865.35752 eV.